# 1
The following is a DFT calculation (the ωB97M-V functional and the def2-TZVPD basis) of a structure of composition C16H18N4O2S.

As for the multiplicity: 1. The net charge is 0. The value obtained for the relative energy (zero: lowest compared OMol25 entry of this formula, charge and spin) is 2.5 kcal/mol.

Each line ends with the Mulliken charge.
Geometry (Å):
1 C -5.96633 -0.63396 -1.57168  -1.312
2 C -5.18719 -1.11385 -0.36641  1.072
3 O -5.09093 -2.29444 -0.09060  -0.656
4 N -4.62586 -0.15642 0.41606  0.115
5 C -4.47707 1.23762 0.07368  -1.057
6 H -5.26855 1.55971 -0.59942  0.478
7 C -3.09484 1.47517 -0.55808  -0.681
8 H -2.75453 2.48896 -0.34294  0.284
9 H -3.14426 1.36098 -1.64177  0.246
10 C -2.07707 0.47544 0.00976  0.732
11 C -0.67645 1.04461 -0.04526  0.082
12 O -0.41141 2.22843 -0.04016  -0.747
13 N 0.31930 0.10885 -0.05617  -0.142
14 C 1.62813 0.50597 -0.05172  0.477
15 N 2.65204 -0.28262 -0.05501  -0.580
16 C 3.78819 0.47103 -0.04784  0.053
17 N 3.64513 1.77311 -0.03899  -0.436
18 S 2.06674 2.19241 -0.03964  0.129
19 C 5.09475 -0.16494 -0.05017  0.409
20 C 5.19756 -1.55469 -0.05926  -0.275
21 C 6.44184 -2.15530 -0.06174  -0.605
22 C 7.59009 -1.37952 -0.05526  -0.370
23 C 7.49210 0.00347 -0.04627  -0.548
24 C 6.25238 0.61190 -0.04370  -0.462
25 H 6.15533 1.68620 -0.03669  0.444
26 H 8.38784 0.60716 -0.04117  0.389
27 H 8.56138 -1.85236 -0.05727  0.382
28 H 6.51896 -3.23288 -0.06897  0.380
29 H 4.29462 -2.14508 -0.06456  0.437
30 H 0.12983 -0.88351 -0.06555  0.292
31 H -2.10878 -0.46105 -0.55703  0.397
32 C -2.43004 0.16737 1.47328  -0.732
33 C -3.77868 -0.56380 1.52150  -0.906
34 H -3.64453 -1.64470 1.43240  0.442
35 H -4.28660 -0.35685 2.47034  0.252
36 H -2.47549 1.10753 2.02515  0.324
37 H -1.66240 -0.45378 1.93660  0.403
38 H -4.57167 1.81333 0.99930  0.320
39 H -5.32132 -0.10208 -2.26695  0.291
40 H -6.38068 -1.50572 -2.07057  0.339
41 H -6.78153 0.01832 -1.26724  0.340

# 2
The following is a DFT calculation (the ωB97M-V functional and the def2-TZVPD basis) of an isolated molecule of C2.

As for the multiplicity: 1. The net charge is 0. The value obtained for the relative energy (zero: lowest compared OMol25 entry of this formula, charge and spin) is 8.7 kcal/mol.

Each line ends with the Mulliken charge.
Geometry (Å):
1 C 0.55262 0.37181 0.13353  0.000
2 C -0.55262 -0.37181 -0.13353  0.000

# 3
The following is a DFT calculation (the ωB97M-V functional and the def2-TZVPD basis) of an isolated molecule of C5H7NO.

Its structure (SMILES) is C/C=C(/C)OC#N. As for the multiplicity: 1. The net charge is 0. The value obtained for the relative energy (zero: lowest compared OMol25 entry of this formula, charge and spin) is 60.7 kcal/mol.

Each line ends with the Mulliken charge.
Geometry (Å):
1 C 0.30719 1.58189 -1.18163  -1.118
2 C 0.07386 0.97606 0.16386  -0.116
3 C -0.30419 -0.24352 0.45514  0.578
4 C -0.41437 -1.02350 1.70148  -1.164
5 O -0.96362 -1.16895 -0.79962  -0.461
6 C 0.12880 -1.55935 -1.27601  0.479
7 N 1.23341 -1.77544 -1.58641  -0.491
8 H -0.16824 2.56328 -1.23439  0.380
9 H -0.09125 0.95431 -1.97841  0.310
10 H 1.38102 1.70006 -1.34584  0.278
11 H 0.17167 1.62723 1.02831  0.353
12 H 0.44566 -1.68548 1.83100  0.280
13 H -1.32425 -1.62338 1.68506  0.317
14 H -0.47569 -0.32320 2.53746  0.376

# 4
The following is a DFT calculation (the ωB97M-V functional and the def2-TZVPD basis) of a cluster of 5 separate species, C22H40BN5O15P in total.

As for the multiplicity: 1. The net charge is +1.

Each line ends with the Mulliken charge.
Geometry (Å):
1 C 0.99614 -1.21055 -1.42025  -0.854
2 C 0.93150 -2.58872 -0.55765  -0.548
3 P 2.30397 -3.80922 -0.99837  -0.473
4 C 3.55139 -4.07717 0.39064  -0.293
5 C 4.95065 -3.34700 -0.05135  -0.920
6 N 1.69701 -5.32201 -1.69858  0.303
7 C 1.08071 -6.41773 -0.98337  0.175
8 C 0.78726 -6.67246 0.53900  0.531
9 C 0.59954 -8.17873 0.98948  -0.485
10 C 0.26647 -8.27655 2.51568  -0.316
11 C 0.17333 -7.08925 3.49445  -0.200
12 N 0.35454 -5.75642 3.03410  -0.463
13 C 0.61779 -5.61728 1.65161  -0.136
14 N 0.68948 -7.44291 -1.96273  -0.234
15 N 1.08439 -6.97563 -3.18358  -0.414
16 N 1.62495 -5.76784 -2.98149  0.907
17 O 2.11228 -4.94982 -3.95484  -0.534
18 B 0.91962 -4.30915 -4.53958  0.589
19 O 0.99143 -3.60050 -5.79886  -0.454
20 O -0.36039 -4.35663 -3.83924  -0.496
21 H 0.93184 -0.31471 -0.70755  0.188
22 H 0.18728 -1.20438 -2.23196  0.201
23 H 2.02102 -1.11537 -1.94736  0.337
24 H -0.10404 -3.08079 -0.72621  0.460
25 H 0.96150 -2.31515 0.56243  0.492
26 H 3.83760 -5.17806 0.57756  0.373
27 H 3.26551 -3.60025 1.38945  0.385
28 H 4.88282 -2.86204 -1.08933  0.324
29 H 5.29265 -2.56510 0.71931  0.221
30 H 5.81359 -4.11466 -0.12081  0.285
31 H 0.66013 -9.06573 0.28274  0.391
32 H 0.07535 -9.32756 2.94009  0.312
33 H -0.06556 -7.29599 4.60302  0.345
34 H 0.72417 -4.52384 1.29201  0.340
35 H 0.12869 -3.11155 -5.82602  0.339
36 H -0.48544 -3.45110 -3.45160  0.323
37 C 5.02808 3.10887 1.09399  -0.584
38 O 4.88164 1.74653 1.49468  -0.259
39 C 5.08024 1.53299 2.80729  0.715
40 O 5.36020 2.37104 3.62717  -0.545
41 O 4.91131 0.22000 3.04500  -0.227
42 C 5.09318 -0.15654 4.40993  -0.663
43 H 4.84630 3.16410 0.01995  0.208
44 H 4.29446 3.73975 1.60007  0.242
45 H 6.04244 3.46291 1.28996  0.308
46 H 4.36341 0.34552 5.04896  0.304
47 H 6.11111 0.06422 4.73836  0.309
48 H 4.93304 -1.23306 4.48328  0.195
49 C -1.14550 5.79542 -1.23650  -0.498
50 O -0.08848 5.70637 -0.28198  -0.350
51 C 0.07394 4.48414 0.25188  0.853
52 O -0.58114 3.49863 -0.00696  -0.587
53 O 1.09255 4.54470 1.12543  -0.350
54 C 1.37942 3.30823 1.77435  -0.642
55 H -1.18353 6.82250 -1.60031  0.302
56 H -0.95340 5.13566 -2.08598  0.285
57 H -2.10527 5.55846 -0.77165  0.175
58 H 1.67202 2.54900 1.04474  0.317
59 H 0.52067 2.97188 2.35995  0.311
60 H 2.21597 3.47225 2.45466  0.177
61 C -6.56055 6.21377 -5.70145  -0.628
62 O -5.50192 6.13115 -4.74800  -0.316
63 C -5.33702 4.91082 -4.21207  0.717
64 O -5.98978 3.92894 -4.46874  -0.533
65 O -4.31626 4.97408 -3.33834  -0.225
66 C -4.02655 3.73886 -2.68814  -0.369
67 H -6.60112 7.24060 -6.06646  0.224
68 H -6.36783 5.55298 -6.54961  0.290
69 H -7.51888 5.97470 -5.23515  0.291
70 H -3.73290 2.97944 -3.41662  0.343
71 H -4.88482 3.40202 -2.10201  0.322
72 H -3.18954 3.90567 -2.00885  -0.122
73 C -5.38734 3.19745 5.12210  -0.620
74 O -5.06520 2.47474 3.93460  -0.332
75 C -4.27539 3.14515 3.07863  0.695
76 O -3.84209 4.26025 3.23835  -0.538
77 O -4.05209 2.35681 2.01317  -0.351
78 C -3.22054 2.94651 1.01412  -0.340
79 H -6.02633 2.56192 5.73626  0.221
80 H -4.48316 3.42947 5.68943  0.290
81 H -5.93703 4.10995 4.88093  0.289
82 H -2.23269 3.16776 1.41694  0.152
83 H -3.68543 3.84952 0.61044  0.205
84 H -3.10739 2.22571 0.20332  0.337

# 5
The following is a DFT calculation (the ωB97M-V functional and the def2-TZVPD basis) of a cluster of 2 separate species, C3H10S2 in total.

Its structure (SMILES) is CSC.CS. As for the multiplicity: 1. The net charge is 0. The value obtained for the relative energy (zero: lowest compared OMol25 entry of this formula, charge and spin) is 34.7 kcal/mol.

Each line ends with the Mulliken charge.
Geometry (Å):
1 C -0.54965 1.05153 -1.75120  -0.754
2 S -1.47827 -0.44980 -1.88122  -0.063
3 C -1.81754 -0.91385 -0.20514  -0.261
4 H -1.11780 1.92668 -1.42800  0.315
5 H -0.22190 1.26283 -2.84750  0.266
6 H 0.39977 0.98788 -1.35933  0.286
7 H -1.14069 -0.55693 0.60099  -0.232
8 H -2.87633 -0.54973 -0.00298  0.263
9 H -1.86616 -2.00808 -0.07030  0.297
10 C 1.03311 0.13473 2.73319  -0.642
11 S 2.16586 0.19811 1.32284  -0.124
12 H -0.10296 0.03207 2.55808  0.202
13 H 1.02663 1.18776 3.18255  0.248
14 H 1.59241 -0.41952 3.38924  0.250
15 H 1.31009 0.52967 0.25023  -0.052

# 6
The following is a DFT calculation (the ωB97M-V functional and the def2-TZVPD basis) of a cluster of 2 separate species, C3H7O3S in total.

As for the multiplicity: 1. The net charge is -1. The value obtained for the relative energy (zero: lowest compared OMol25 entry of this formula, charge and spin) is 36.1 kcal/mol.

Each line ends with the Mulliken charge.
Geometry (Å):
1 O -0.55972 0.67816 -0.11803  -0.645
2 C -1.14291 0.25343 0.83713  0.469
3 O -1.28456 0.76286 2.00390  -0.740
4 C -1.45475 -1.35225 0.98223  -0.593
5 C -1.18925 -2.14055 -0.29774  -0.510
6 S -1.04604 -3.90498 0.10355  -0.286
7 H -2.43848 -1.08552 1.26637  0.220
8 H -0.93707 -1.89712 1.74673  0.307
9 H -0.15192 -1.82452 -0.43465  0.236
10 H -1.87852 -1.96774 -1.00779  0.453
11 H 0.01506 -3.64265 0.91334  0.089
12 H 3.34988 5.16016 -1.75238  0.338
13 H 4.47209 5.35961 -2.54954  0.294
14 O 4.24619 5.60111 -1.69313  -0.632

Number 1: lowest unoccupied orbital energy 0.0187 Eh, maximum force 1.14 eV/A, calculated total energy -1388.26031 Ha. Number 2: lowest unoccupied orbital energy -0.1746 Eh, maximum force 6.06 eV/A, calculated total energy -75.86365 Ha. Number 3: lowest unoccupied orbital energy 0.0164 Eh, maximum force 3.37 eV/A, calculated total energy -324.62776 Ha. Number 4: lowest unoccupied orbital energy -0.1746 Eh, maximum force 6.59 eV/A, calculated total energy -2630.45112 Ha. Number 5: lowest unoccupied orbital energy 0.0300 Eh, maximum force 5.22 eV/A, calculated total energy -916.60870 Ha. Number 6: lowest unoccupied orbital energy 0.1050 Eh, maximum force 6.10 eV/A, calculated total energy -742.42763 Ha.